(1)
The following is a quantum chemistry calculation of a structure of composition C36H46N7O3S4SiTl, from OMol25.

```
! wB97M-V def2-TZVPD RIJCOSX def2/J DEFGRID3
* xyz -2 1
Tl -0.898 0.892 -0.121
N -3.712 3.505 2.805
C -3.541 2.435 2.005
N -2.265 2.173 1.926
C -1.684 3.128 2.697
N -2.528 3.967 3.254
C -0.209 3.209 2.801
C 0.451 4.004 3.733
N 1.777 4.024 3.830
C 2.441 3.262 2.967
C 1.787 2.506 2.006
N 0.464 2.466 1.939
H -4.555 3.978 3.064
H -4.323 1.885 1.487
H -0.115 4.637 4.408
H 3.522 3.258 3.054
H 2.320 1.907 1.271
C 0.879 -0.813 1.143
Si 2.250 -1.255 0.097
C 2.781 0.154 -1.085
N 1.625 0.825 -1.686
C 1.857 2.225 -2.046
C 2.739 2.414 -3.283
C 2.286 1.466 -4.418
C 0.929 0.837 -4.093
C 1.016 0.050 -2.787
C 1.959 -2.841 -0.903
C 2.765 -3.182 -1.995
C 2.597 -4.379 -2.683
C 1.602 -5.270 -2.292
C 0.783 -4.950 -1.216
C 0.969 -3.754 -0.528
C 3.851 -1.667 1.085
C 4.658 -0.654 1.625
C 5.676 -0.925 2.535
C 5.918 -2.233 2.937
C 5.140 -3.260 2.412
C 4.129 -2.977 1.499
H 1.084 -0.285 2.082
H 0.111 -1.581 1.277
H 3.514 -0.186 -1.845
H 3.314 0.895 -0.471
H 2.298 2.737 -1.186
H 0.888 2.697 -2.228
H 3.789 2.232 -3.031
H 2.648 3.457 -3.594
H 3.020 0.665 -4.560
H 2.221 2.019 -5.358
H 0.624 0.152 -4.887
H 0.167 1.619 -4.022
H 1.618 -0.848 -2.966
H 0.015 -0.298 -2.494
H 3.543 -2.494 -2.321
H 3.240 -4.617 -3.525
H 1.469 -6.207 -2.823
H -0.011 -5.626 -0.916
H 0.323 -3.519 0.311
H 4.484 0.380 1.329
H 6.276 -0.115 2.940
H 6.697 -2.448 3.662
H 5.317 -4.285 2.725
H 3.534 -3.794 1.097
O -3.946 0.315 -0.185
N -3.865 -0.114 -1.426
C -4.561 0.559 -2.376
C -4.593 0.172 -3.690
C -3.872 -0.962 -4.066
C -3.147 -1.636 -3.113
C -3.109 -1.237 -1.755
S -2.211 -2.073 -0.567
H -5.087 1.422 -2.002
H -5.158 0.761 -4.399
H -3.875 -1.302 -5.095
H -2.554 -2.505 -3.365
C -4.886 -1.905 1.806
C -4.258 -1.393 3.097
S -2.503 -0.905 2.999
O -2.281 -0.249 4.340
C -1.815 -2.600 3.104
C -0.716 -2.642 4.153
H -5.941 -2.148 1.972
H -4.374 -2.794 1.434
H -4.807 -1.150 1.021
H -4.321 -2.115 3.916
H -4.726 -0.462 3.427
H -1.422 -2.809 2.108
H -2.621 -3.307 3.312
H -0.010 -1.823 4.008
H -0.165 -3.582 4.078
H -1.132 -2.553 5.158
C -2.268 4.946 -0.904
O -1.312 5.356 -1.882
C -0.975 4.496 -2.899
S 0.213 5.110 -3.936
S -1.699 2.977 -2.974
H -2.500 5.843 -0.326
H -1.856 4.175 -0.249
H -3.167 4.544 -1.367
*
```

Properties
calculated total energy: -110563.263 eV
energy above the lowest of the compared OMol25 structures with the same formula, charge and spin: 0.0 kJ/mol
highest occupied orbital energy: -1.07 eV

Results of the Löwdin charge analysis, in e, for atoms 1 through 4: 0.73 0.02 -0.15 0.06

(2)
The following is a quantum chemistry calculation of a structure of composition C36H47AsGeO6PdSSb, from OMol25.

```
! wB97M-V def2-TZVPD RIJCOSX def2/J DEFGRID3
* xyz 0 2
Pd -0.847 -1.144 -0.821
O 0.965 2.805 -1.735
As -0.471 1.912 -1.281
O -1.556 2.902 -0.588
O 0.099 0.657 -0.243
C -1.184 1.062 -2.870
C -2.486 1.458 -3.159
C -3.178 0.888 -4.218
C -2.561 -0.068 -5.007
C -1.255 -0.458 -4.739
C -0.566 0.093 -3.669
S 1.064 -0.582 -3.343
O 1.858 0.529 -2.816
O 1.539 -1.134 -4.581
O 0.825 -1.612 -2.307
H 1.459 2.204 -2.332
H -2.951 2.209 -2.532
H -4.196 1.196 -4.421
H -3.091 -0.511 -5.841
H -0.750 -1.188 -5.357
C -6.221 1.518 -1.659
C -6.175 0.142 -1.838
C -5.191 -0.605 -1.207
C -4.243 0.018 -0.394
C -4.296 1.402 -0.221
C -5.283 2.146 -0.852
Ge -2.831 -1.015 0.425
C -2.752 -0.903 2.352
C -3.653 -0.103 3.052
C -3.582 -0.008 4.435
C -2.615 -0.719 5.131
C -1.715 -1.523 4.444
C -1.781 -1.609 3.062
C -2.476 -2.738 -0.377
C -2.042 -3.892 0.325
C -1.442 -4.928 -0.339
C -1.196 -4.847 -1.723
C -1.583 -3.741 -2.428
C -2.228 -2.671 -1.767
H -6.989 2.102 -2.153
H -6.906 -0.350 -2.467
H -5.161 -1.679 -1.351
H -3.538 1.915 0.359
H -5.306 3.221 -0.723
H -4.414 0.453 2.516
H -4.283 0.620 4.969
H -2.560 -0.645 6.210
H -0.957 -2.076 4.985
H -1.063 -2.223 2.530
H -2.216 -3.961 1.393
H -1.146 -5.817 0.205
H -0.697 -5.665 -2.227
H -1.389 -3.667 -3.490
H -2.676 -1.883 -2.369
C 4.059 3.439 -0.107
C 4.368 1.947 -0.187
C 5.529 1.589 0.735
C 4.707 1.580 -1.628
Sb 2.505 0.849 0.371
C 1.798 1.732 2.248
C 0.807 0.764 2.889
C 2.952 2.013 3.209
C 1.069 3.035 1.918
C 3.095 -1.222 0.819
C 3.861 -1.298 2.138
C 1.850 -2.101 0.895
C 3.968 -1.708 -0.336
H 4.916 3.992 -0.509
H 3.905 3.780 0.917
H 3.181 3.706 -0.698
H 6.393 2.203 0.453
H 5.830 0.546 0.633
H 5.315 1.789 1.785
H 5.625 2.108 -1.911
H 3.922 1.873 -2.323
H 4.879 0.513 -1.766
H 1.283 -0.155 3.236
H 0.000 0.508 2.202
H 0.358 1.248 3.764
H 3.528 1.120 3.454
H 2.534 2.402 4.144
H 3.637 2.770 2.825
H 0.169 2.870 1.326
H 1.698 3.752 1.392
H 0.756 3.499 2.861
H 3.231 -1.051 2.993
H 4.739 -0.652 2.158
H 4.207 -2.329 2.275
H 1.112 -1.727 1.607
H 2.153 -3.104 1.219
H 1.381 -2.202 -0.084
H 4.920 -1.180 -0.389
H 3.457 -1.613 -1.296
H 4.191 -2.770 -0.182
*
```

Properties
calculated total energy: -188586.238 eV
energy above the lowest of the compared OMol25 structures with the same formula, charge and spin: 0.8 kJ/mol
highest occupied orbital energy (spin up / spin down): -7.41 / -8.46 eV

Results of the Löwdin charge analysis, in e, for atoms 1 through 4: 0.63 -0.27 0.89 -0.43

(3)
The following is a quantum chemistry calculation of a structure of composition C36H47Cl3NO2PdSbSi4, from OMol25.

```
! wB97M-V def2-TZVPD RIJCOSX def2/J DEFGRID3
* xyz 0 1
Pd -0.169 1.563 1.646
C 7.177 -0.124 -0.335
C 6.449 0.301 -1.438
C 5.069 0.419 -1.352
C 4.400 0.114 -0.168
C 5.138 -0.317 0.930
C 6.520 -0.436 0.846
Sb 2.259 0.279 -0.135
C 1.924 -1.675 -0.920
C 2.667 -2.745 -0.429
C 2.492 -4.017 -0.956
C 1.582 -4.226 -1.982
C 0.847 -3.161 -2.484
C 1.018 -1.889 -1.953
C 2.014 -0.147 1.945
C 2.542 0.758 2.873
C 2.468 0.498 4.231
C 1.863 -0.669 4.681
C 1.326 -1.566 3.773
C 1.400 -1.307 2.409
H 8.254 -0.214 -0.398
H 6.956 0.540 -2.365
H 4.517 0.749 -2.224
H 4.639 -0.560 1.860
H 7.083 -0.773 1.707
H 3.386 -2.590 0.365
H 3.069 -4.846 -0.564
H 1.449 -5.217 -2.395
H 0.142 -3.319 -3.291
H 0.438 -1.064 -2.347
H 3.021 1.669 2.534
H 2.875 1.211 4.939
H 1.788 -0.866 5.743
H 0.814 -2.454 4.119
H 0.944 -1.999 1.713
N -0.916 -0.243 0.189
C -1.983 -0.632 0.371
C -3.305 -1.122 0.615
C -4.113 -0.459 1.532
C -5.378 -0.956 1.789
C -5.825 -2.097 1.136
C -5.011 -2.753 0.223
C -3.740 -2.270 -0.042
H -3.734 0.412 2.055
H -6.007 -0.462 2.518
H -6.813 -2.485 1.349
H -5.362 -3.645 -0.278
H -3.084 -2.775 -0.738
Cl -2.235 -1.985 5.911
C -2.154 -0.362 5.229
Cl -1.129 0.653 6.262
Cl -3.802 0.334 5.196
C -1.631 -0.377 3.744
O -1.646 -1.441 3.147
O -1.286 0.775 3.355
C 4.094 3.629 0.406
Si 2.592 3.915 -0.701
C 2.953 3.320 -2.452
C 2.317 5.772 -0.840
Si 0.622 2.804 0.010
Si -0.911 2.957 -1.797
C -0.654 1.474 -2.926
C -2.650 2.896 -1.093
C -0.759 4.553 -2.782
Si -0.581 3.643 2.489
C 0.424 3.800 4.068
C -2.416 3.658 2.886
C -0.253 5.242 1.502
H 4.753 2.858 0.004
H 3.821 3.330 1.419
H 4.664 4.558 0.487
H 3.939 3.684 -2.755
H 2.220 3.710 -3.164
H 2.950 2.234 -2.537
H 3.172 6.200 -1.373
H 2.262 6.255 0.135
H 1.414 6.027 -1.398
H -0.833 0.560 -2.360
H 0.360 1.436 -3.333
H -1.361 1.511 -3.760
H -2.781 2.046 -0.418
H -3.379 2.810 -1.904
H -2.881 3.804 -0.530
H 0.212 4.658 -3.272
H -0.909 5.429 -2.147
H -1.529 4.576 -3.558
H 0.254 2.918 4.690
H 0.128 4.691 4.631
H 1.494 3.866 3.857
H -2.674 2.775 3.471
H -3.027 3.661 1.981
H -2.657 4.555 3.465
H 0.777 5.578 1.630
H -0.906 6.040 1.869
H -0.445 5.193 0.419
*
```

Properties
calculated total energy: -122777.949 eV
energy above the lowest of the compared OMol25 structures with the same formula, charge and spin: 33.0 kJ/mol
highest occupied orbital energy: -7.94 eV

Results of the Löwdin charge analysis, in e, for atoms 1 through 4: 0.39 -0.09 -0.08 -0.15